Entry from OMol25: a cluster of 5 separate species, C27H47FNO11 in total (ωB97M-V with the def2-TZVPD basis set).

Its total charge is +1. As for the LUMO energy: -3.67 eV. As for the spin multiplicity: 1. The maximum force comes out at 0.63 eV Å⁻¹. The value obtained for the orbital gap is 7.99 eV.

Geometry as XYZ:
```
87
Properties=species:S:1:pos:R:3:forces:R:3:mulliken_charge:R:1
C -0.583 -4.479 0.983 0.0 0.1 0.1 -0.821
O -0.459 -3.475 -0.024 0.3 -0.2 -0.2 -0.590
C 0.389 -2.408 0.314 -0.4 -0.1 0.3 0.519
C 1.804 -2.661 -0.132 -0.1 -0.1 -0.1 0.410
N 2.076 -3.898 -0.569 0.1 -0.1 -0.1 0.215
C 3.280 -4.291 -1.010 0.3 0.0 -0.1 -0.715
C 4.308 -3.397 -1.007 0.2 0.3 0.1 -0.670
C 4.071 -2.100 -0.545 -0.1 -0.2 -0.3 0.663
C 5.216 -1.132 -0.428 0.1 0.2 0.6 0.192
O 5.732 -1.003 0.649 0.1 0.0 -0.5 -0.476
O 5.571 -0.417 -1.489 0.4 -0.3 0.0 -0.460
C 2.808 -1.702 -0.119 0.2 0.0 0.2 0.396
C 2.531 -0.301 0.329 -0.2 0.1 -0.1 -1.187
C 1.683 0.494 -0.682 0.2 0.0 -0.1 -0.031
C 1.738 0.049 -2.115 -0.2 0.1 -0.1 0.034
F 3.061 0.009 -2.607 0.0 0.0 0.0 -0.388
H -1.394 -4.236 1.666 -0.1 0.0 0.1 0.322
H 0.336 -4.595 1.564 0.1 0.0 0.0 0.406
H -0.795 -5.422 0.485 -0.1 0.0 0.0 0.293
H 0.003 -1.500 -0.147 -0.1 0.0 -0.1 -0.321
H 0.384 -2.250 1.399 0.1 0.2 0.0 0.413
H 1.310 -4.562 -0.589 -0.2 0.1 0.0 0.239
H 3.399 -5.301 -1.364 -0.2 -0.1 0.1 0.425
H 5.294 -3.686 -1.336 0.0 -0.1 -0.1 0.577
H 5.136 -0.714 -2.300 -0.3 0.2 0.1 0.414
H 2.006 -0.306 1.282 0.1 0.0 0.1 0.428
H 3.461 0.217 0.530 0.1 0.0 0.0 0.417
H 0.632 0.426 -0.424 -0.1 0.2 0.0 -0.735
H 1.965 1.543 -0.640 0.0 0.1 0.1 0.779
H 1.307 -0.940 -2.283 0.1 -0.1 0.0 0.231
H 1.174 0.760 -2.709 0.0 0.1 -0.2 -0.107
O -0.344 2.780 -3.372 0.0 0.0 0.1 -0.557
C 0.432 2.993 -4.266 0.0 0.1 -0.2 0.865
O 1.438 3.858 -4.051 0.0 -0.1 0.2 -0.372
C 2.523 4.039 -4.971 0.1 0.1 -0.2 -0.363
C 2.191 5.038 -6.058 -0.1 0.0 0.0 -1.022
C 0.265 2.362 -5.629 0.2 -0.2 0.1 -1.165
H 2.844 3.078 -5.376 0.0 0.0 0.0 0.302
H 3.340 4.412 -4.356 0.0 0.0 0.0 0.363
H 1.364 4.696 -6.681 0.0 0.0 0.0 0.281
H 3.058 5.199 -6.699 0.0 0.0 0.0 0.367
H 1.902 5.990 -5.616 0.0 0.0 0.0 0.301
H -0.426 2.971 -6.210 0.0 0.0 0.0 0.334
H -0.172 1.376 -5.491 -0.1 0.1 0.0 0.310
H 1.190 2.245 -6.187 0.0 0.1 0.0 0.401
O 3.434 1.180 2.891 -0.1 0.0 0.0 -0.503
C 4.333 1.110 3.693 0.1 0.1 -0.1 0.676
O 4.296 1.918 4.761 -0.2 -0.1 0.0 -0.377
C 5.224 1.807 5.849 0.2 0.0 0.1 -0.406
C 6.506 2.567 5.585 0.0 0.0 -0.1 -0.951
C 5.503 0.183 3.473 -0.2 -0.2 0.3 -0.717
H 5.407 0.759 6.089 0.0 0.0 0.0 0.375
H 4.698 2.240 6.698 0.0 0.0 0.0 0.304
H 7.045 2.163 4.727 0.0 0.0 0.0 0.269
H 7.160 2.516 6.455 0.0 0.0 0.0 0.355
H 6.285 3.613 5.375 0.0 0.0 0.0 0.297
H 6.232 0.680 2.835 0.0 0.0 0.0 0.249
H 5.125 -0.685 2.946 0.1 0.0 -0.1 0.083
H 5.995 -0.159 4.380 0.0 0.1 0.0 0.368
O -1.432 0.309 -1.069 0.1 -0.3 0.0 -0.590
C -2.016 0.851 -0.166 -0.3 0.2 0.0 0.882
O -2.353 0.104 0.903 0.2 0.0 0.0 -0.230
C -2.914 0.668 2.100 -0.1 0.1 0.2 -0.534
C -4.416 0.812 2.012 0.0 0.0 -0.2 -0.801
C -2.412 2.302 -0.239 0.2 0.1 0.2 -1.107
H -2.420 1.607 2.349 0.0 0.0 -0.1 0.381
H -2.655 -0.044 2.882 0.0 0.0 0.0 0.392
H -4.709 1.508 1.226 0.0 0.1 0.0 0.277
H -4.818 1.173 2.958 0.0 0.0 0.0 0.420
H -4.869 -0.153 1.785 0.0 0.0 0.1 0.042
H -3.361 2.371 -0.770 0.0 0.0 0.0 0.342
H -1.656 2.825 -0.821 0.0 -0.1 -0.1 0.230
H -2.509 2.791 0.726 -0.1 0.0 0.0 0.356
O -7.375 -2.439 2.997 0.1 0.0 0.0 -0.574
C -7.809 -2.115 1.926 0.0 -0.2 -0.1 0.728
O -9.062 -1.631 1.855 0.0 0.1 0.1 -0.369
C -9.614 -1.067 0.661 -0.1 0.0 -0.1 -0.357
C -10.205 -2.121 -0.250 0.1 -0.1 0.1 -0.928
C -7.002 -2.301 0.661 0.1 0.3 -0.1 -0.890
H -8.874 -0.449 0.151 0.0 0.0 0.0 0.320
H -10.395 -0.397 1.014 0.0 0.0 0.0 0.315
H -9.445 -2.817 -0.608 0.0 0.0 0.0 0.268
H -10.674 -1.653 -1.116 0.0 0.0 0.0 0.349
H -10.958 -2.699 0.285 0.0 0.0 0.0 0.298
H -7.140 -3.317 0.296 0.0 0.0 0.0 0.323
H -5.954 -2.164 0.916 0.0 -0.1 0.0 0.217
H -7.248 -1.605 -0.138 -0.1 -0.1 0.0 0.299
```
Positions in Å, forces in eV/Å.

Entry from OMol25: a structure of composition C27H47IrN5O4P2S5Sb (ωB97M-V with the def2-TZVPD basis set).

As for the LUMO energy (alpha / beta): 0.15 / -0.36 eV. The energy relative to the best compared isomer or geometry (same formula, charge and spin) comes out at 124.47 kJ/mol. As for the spin multiplicity: 5. The maximum force comes out at 0.44 eV Å⁻¹. The value obtained for the orbital gap (alpha / beta) is 6.45 / 6.25 eV.

Geometry as XYZ:
```
92
Properties=species:S:1:pos:R:3:forces:R:3:mulliken_charge:R:1
Ir 0.434 0.027 -0.918 0.0 -0.2 -0.1 2.105
C 2.852 -3.684 -3.503 0.0 0.0 0.0 -1.000
N 2.712 -2.589 -2.558 0.0 -0.1 0.1 0.703
C 3.460 -1.388 -2.933 0.0 0.0 0.0 -0.734
P 2.381 -2.881 -0.975 0.1 -0.1 0.0 -0.842
O 2.009 -1.670 -0.220 0.1 0.0 0.1 -0.104
O 1.096 -3.877 -1.106 -0.1 -0.1 0.0 0.161
P -0.379 -3.287 -0.786 -0.1 -0.2 0.2 0.015
O -0.657 -1.993 -1.464 0.0 0.3 0.0 -0.994
N -1.379 -4.457 -1.374 0.0 0.1 0.1 0.087
C -1.471 -4.568 -2.826 0.0 0.0 0.0 -1.045
C -1.444 -5.739 -0.688 0.0 0.0 0.0 -0.927
N -0.506 -3.259 0.846 0.1 0.0 -0.1 0.584
C 0.452 -3.959 1.700 0.0 0.0 0.0 -0.994
C -1.042 -2.046 1.469 -0.1 0.0 0.0 -0.868
N 3.458 -3.800 -0.141 -0.1 0.1 -0.1 0.645
C 4.535 -3.087 0.564 0.0 0.0 0.1 -0.753
C 3.816 -5.135 -0.586 0.0 -0.1 0.0 -1.003
H 2.506 -3.352 -4.484 0.0 0.0 0.0 0.373
H 2.242 -4.536 -3.202 0.0 0.0 0.0 0.218
H 3.893 -4.009 -3.602 0.0 0.0 0.0 0.277
H 3.086 -1.039 -3.898 0.0 0.0 0.0 0.220
H 4.530 -1.588 -3.008 0.0 0.0 0.0 0.283
H 3.317 -0.606 -2.192 0.0 0.0 0.0 0.109
H -1.413 -3.578 -3.274 0.0 0.0 0.0 0.244
H -2.429 -5.018 -3.089 0.0 0.0 0.0 0.381
H -0.669 -5.193 -3.238 0.0 0.0 0.0 0.283
H -1.480 -5.584 0.389 0.0 0.0 0.0 0.263
H -0.589 -6.382 -0.932 0.0 0.0 0.0 0.253
H -2.357 -6.255 -0.988 0.0 0.0 0.0 0.358
H 0.836 -4.850 1.208 0.0 0.0 0.0 0.305
H -0.055 -4.263 2.618 0.0 0.0 0.0 0.401
H 1.296 -3.310 1.950 0.0 0.0 0.0 0.328
H -1.840 -1.622 0.864 0.0 0.0 0.0 0.120
H -0.261 -1.291 1.599 0.0 0.0 0.0 0.292
H -1.448 -2.314 2.445 0.0 0.0 0.0 0.425
H 4.200 -2.101 0.878 0.0 0.0 0.0 0.160
H 5.415 -2.954 -0.070 0.0 0.0 0.0 0.267
H 4.809 -3.668 1.446 0.0 0.0 0.0 0.294
H 2.961 -5.631 -1.047 0.0 0.0 0.0 0.246
H 4.121 -5.726 0.281 0.0 0.0 0.0 0.401
H 4.650 -5.127 -1.297 0.0 0.0 0.0 0.273
S 6.078 -0.119 -0.742 0.0 0.0 -0.2 -0.532
Sb 5.407 1.685 0.562 0.1 0.0 0.1 0.325
S 3.018 1.022 1.064 0.0 0.0 0.0 -0.159
S 2.017 1.527 -0.664 0.3 0.3 0.0 -0.379
S 6.245 0.207 2.176 0.0 0.1 0.0 -0.515
O -1.173 0.949 0.587 -0.1 -0.1 0.0 -0.558
S -0.965 2.436 0.811 -0.1 0.1 0.1 0.009
C -2.569 2.933 1.521 0.0 0.0 0.0 -1.071
C -2.493 4.216 2.290 0.0 0.0 0.0 0.675
C -2.172 5.408 1.647 0.0 0.0 0.0 -0.178
C -2.032 6.579 2.373 0.0 0.0 0.0 -0.658
C -2.231 6.575 3.747 0.0 0.0 0.0 -0.391
C -2.566 5.395 4.392 -0.1 0.0 0.0 -0.726
C -2.689 4.219 3.667 -0.1 0.0 0.0 -0.448
C 0.077 2.569 2.290 -0.1 0.0 0.0 -1.039
C 0.661 3.944 2.472 0.0 0.0 0.0 0.746
C 1.267 4.610 1.411 0.1 0.0 0.0 0.061
C 1.824 5.865 1.602 0.0 0.0 0.0 -0.912
C 1.786 6.464 2.852 0.0 0.0 0.0 -0.477
C 1.192 5.801 3.915 0.0 0.0 0.0 -0.744
C 0.631 4.547 3.724 0.0 0.0 0.0 -0.335
H -2.889 2.095 2.141 0.1 0.0 0.0 0.422
H -3.236 3.005 0.661 0.0 0.0 0.0 0.368
H -2.006 5.414 0.576 0.0 0.0 0.0 0.373
H -1.762 7.496 1.866 0.0 0.0 0.0 0.434
H -2.120 7.491 4.312 0.0 0.0 0.0 0.416
H -2.724 5.387 5.463 0.0 0.0 0.0 0.393
H -2.939 3.295 4.174 0.0 0.0 0.0 0.364
H 0.858 1.826 2.104 0.0 0.0 0.0 0.159
H -0.512 2.257 3.154 0.0 0.0 0.0 0.519
H 1.323 4.141 0.437 0.0 0.0 0.0 0.325
H 2.302 6.369 0.772 0.0 0.0 0.0 0.440
H 2.227 7.442 3.000 0.0 0.0 0.0 0.414
H 1.164 6.259 4.895 0.0 0.0 0.0 0.429
H 0.160 4.035 4.553 0.0 0.0 0.0 0.454
C -4.098 1.130 -4.100 0.0 0.0 0.0 -1.855
C -3.608 0.318 -2.896 -0.1 0.0 -0.1 2.321
C -4.383 0.699 -1.628 0.0 0.0 0.0 -1.489
C -3.725 -1.189 -3.166 0.0 0.0 0.0 -1.497
C -2.191 0.609 -2.651 0.1 0.1 0.1 0.077
N -1.092 0.792 -2.371 -0.2 0.0 -0.2 -0.867
H -5.146 0.893 -4.286 0.0 0.0 0.0 0.417
H -3.525 0.888 -4.995 0.0 0.0 0.0 0.407
H -4.015 2.200 -3.912 0.0 0.0 0.0 0.406
H -5.426 0.400 -1.744 0.0 0.0 0.0 0.456
H -4.351 1.776 -1.460 0.0 0.0 0.0 0.347
H -3.968 0.201 -0.752 0.0 0.0 0.0 0.214
H -4.779 -1.449 -3.273 0.0 0.0 0.0 0.457
H -3.295 -1.765 -2.347 0.0 0.0 0.0 0.189
H -3.206 -1.459 -4.086 0.0 0.0 0.0 0.399
```
Positions in Å, forces in eV/Å.

Entry from OMol25: a structure of composition C27H47N4O2PSe2SiSn (ωB97M-V with the def2-TZVPD basis set).

Its total charge is +2. As for the LUMO energy: -6.29 eV. As for the spin multiplicity: 1. The maximum force comes out at 0.56 eV Å⁻¹. The value obtained for the orbital gap is 6.63 eV.

Geometry as XYZ:
```
85
Properties=species:S:1:pos:R:3:forces:R:3:mulliken_charge:R:1
Sn -1.256 -1.428 0.042 -0.2 0.0 -0.2 1.128
Se 2.528 -0.137 -1.045 0.1 0.1 -0.1 -0.047
P 3.485 1.834 -1.133 -0.1 0.0 -0.1 0.046
Se 1.318 1.934 -0.892 0.0 0.0 0.0 -0.070
C 4.176 2.329 -2.681 0.0 0.1 -0.1 1.151
C 3.440 3.110 -3.571 0.1 0.0 -0.1 -0.378
C 4.012 3.457 -4.785 0.0 0.0 0.0 -0.684
C 5.291 3.018 -5.101 0.0 0.0 0.0 -0.476
C 6.021 2.242 -4.205 0.0 0.0 0.0 -0.716
C 5.470 1.896 -2.984 0.0 0.1 0.0 -0.410
C 4.395 2.275 0.319 0.0 -0.1 0.1 0.866
C 4.055 3.447 0.995 0.1 0.0 0.0 -0.286
C 4.743 3.777 2.150 0.0 0.0 0.0 -0.758
C 5.751 2.942 2.621 0.0 0.0 0.0 -0.467
C 6.086 1.779 1.940 0.0 -0.1 0.0 -0.803
C 5.406 1.433 0.784 0.0 0.1 0.0 -0.204
H 2.442 3.444 -3.316 0.0 0.0 0.0 0.333
H 3.459 4.067 -5.487 0.0 0.0 0.0 0.408
H 5.727 3.283 -6.056 0.0 0.0 0.1 0.409
H 7.018 1.906 -4.461 0.0 0.0 0.0 0.421
H 6.039 1.300 -2.277 0.0 0.0 -0.1 0.307
H 3.264 4.090 0.626 0.0 0.0 0.0 0.427
H 4.487 4.679 2.690 0.0 0.0 0.0 0.433
H 6.277 3.199 3.531 0.0 0.0 0.0 0.440
H 6.867 1.132 2.317 0.0 0.0 0.0 0.427
H 5.654 0.517 0.261 0.0 0.0 0.0 0.413
C -4.275 -2.902 -1.157 0.2 0.0 0.0 -1.095
N -2.868 -3.103 -1.524 -0.5 -0.2 -0.2 0.570
C -2.671 -2.789 -2.937 0.0 0.0 0.1 -1.120
C -2.467 -4.471 -1.183 0.1 0.2 0.1 -0.879
C -1.006 -4.761 -1.481 0.0 0.1 0.1 -1.261
N -0.080 -3.833 -0.798 0.2 -0.3 0.1 0.690
C 0.246 -4.333 0.548 -0.1 0.2 -0.1 -1.227
C 1.161 -3.696 -1.569 -0.1 0.0 0.1 -1.100
H -4.940 -3.608 -1.671 0.0 0.0 0.0 0.349
H -4.579 -1.886 -1.411 0.0 0.0 0.0 0.233
H -4.401 -3.042 -0.081 0.0 0.0 0.0 0.349
H -3.191 -3.496 -3.597 0.0 0.0 0.0 0.283
H -1.610 -2.792 -3.189 0.0 0.0 0.0 0.271
H -3.054 -1.787 -3.136 0.0 0.0 0.0 0.382
H -3.088 -5.206 -1.714 0.0 -0.1 0.0 0.395
H -2.654 -4.605 -0.112 -0.1 0.0 0.0 0.376
H -0.833 -4.700 -2.554 0.0 0.0 0.0 0.508
H -0.795 -5.795 -1.187 0.0 0.0 0.0 0.425
H 0.789 -5.284 0.504 0.0 0.0 0.0 0.443
H -0.669 -4.490 1.125 0.0 0.0 0.0 0.369
H 0.860 -3.601 1.077 0.0 0.0 0.0 0.175
H 1.695 -4.650 -1.656 0.0 0.0 0.0 0.348
H 1.821 -2.988 -1.067 0.0 0.0 0.0 0.160
H 0.944 -3.326 -2.570 0.0 0.0 0.0 0.360
C -3.849 2.049 -1.716 -0.1 0.0 0.1 -1.114
N -4.300 1.887 -0.341 -0.1 0.0 0.0 0.242
C -5.494 2.645 0.056 0.1 -0.1 0.1 -0.658
C -6.190 1.931 1.196 0.1 0.0 -0.1 -0.727
C -5.193 1.736 2.317 0.2 0.0 -0.1 -0.615
N -4.024 1.010 1.801 -0.1 -0.1 0.1 0.200
C -3.217 0.208 2.712 -0.1 0.1 -0.1 -0.978
C -3.664 1.057 0.505 0.0 0.0 0.1 0.362
O -2.713 0.321 0.097 0.1 0.2 0.0 -0.689
H -3.810 3.112 -1.954 0.0 0.0 0.0 0.383
H -4.535 1.566 -2.414 0.0 0.0 0.0 0.337
H -2.861 1.624 -1.835 0.1 -0.1 0.0 0.281
H -6.145 2.721 -0.813 0.0 0.0 -0.1 0.413
H -5.210 3.658 0.354 0.0 0.0 0.0 0.302
H -6.541 0.956 0.851 -0.1 0.0 0.0 0.307
H -7.046 2.505 1.542 0.0 0.0 0.0 0.374
H -5.627 1.150 3.125 0.0 0.0 0.0 0.479
H -4.881 2.701 2.726 0.0 0.0 0.1 0.259
H -3.599 0.342 3.720 0.0 0.0 0.0 0.465
H -2.175 0.520 2.687 0.0 0.0 0.0 0.042
H -3.263 -0.853 2.463 -0.1 -0.1 0.0 0.318
C 2.622 -0.715 2.701 0.3 -0.1 0.0 -0.865
Si 0.801 -0.330 2.687 0.1 0.1 0.1 0.830
C -0.068 -1.375 3.962 -0.1 -0.1 0.1 -1.197
C 0.544 1.479 3.083 -0.1 0.2 0.0 -1.152
O 0.184 -0.683 1.189 0.0 0.0 0.1 -0.235
H 3.135 -0.172 3.503 -0.1 -0.1 -0.1 0.397
H 3.097 -0.435 1.755 0.0 0.0 0.2 0.006
H 2.801 -1.785 2.861 0.0 0.1 0.0 0.335
H 0.529 -1.466 4.876 -0.1 0.0 -0.1 0.402
H -0.245 -2.388 3.583 0.0 0.0 0.1 0.284
H -1.033 -0.947 4.249 0.0 -0.1 0.0 0.286
H 1.341 1.842 3.741 -0.1 0.0 -0.1 0.411
H -0.405 1.641 3.606 0.1 0.0 -0.1 0.368
H 0.544 2.104 2.184 0.0 -0.1 0.1 0.230
```
Positions in Å, forces in eV/Å.